14
Properties=species:S:1:pos:R:3:forces:R:3 method="wB97M-V/def2-TZVPD" charge=0 smiles=OCC#C[C@H]1CN1
O -2.50545 -1.21817 -0.43897 -0.37 0.14 0.05
C -1.41659 -1.72461 0.28849 0.11 -0.56 -0.03
C -0.83457 -0.76056 1.25933 0.81 -0.06 -0.42
C 0.20784 -0.15910 1.13114 -0.23 0.10 0.32
C 1.32737 0.55819 0.61630 0.20 -0.06 0.14
C 0.96960 1.60227 -0.38430 -0.02 0.14 -0.29
N 1.38489 1.97561 0.95999 0.02 0.41 0.16
H -2.46681 -0.25576 -0.40569 0.01 -0.15 -0.07
H -1.68921 -2.66980 0.74606 -0.31 -0.06 0.04
H -0.54822 -1.90613 -0.36223 -0.55 -0.36 -0.24
H 2.26129 0.01149 0.52379 -0.01 0.23 0.18
H -0.07679 1.68081 -0.67400 0.21 0.02 0.13
H 1.68641 1.84771 -1.16085 -0.04 -0.05 0.09
H 0.56266 2.15402 1.53276 0.17 0.26 -0.06

=====

14
Properties=species:S:1:pos:R:3:forces:R:3 method="wB97M-V/def2-TZVPD" charge=0
O -2.01919 0.00818 -0.04467 -0.19 -0.14 0.05
C -0.86338 -0.22745 0.73026 0.25 -0.18 0.26
C 0.15344 -1.20714 0.19993 -0.38 0.04 -0.78
C 1.13041 -0.34452 -0.56878 -0.51 1.00 -2.57
C 0.47728 1.14707 -0.81649 1.37 -2.17 0.01
C 0.18195 0.86415 0.59066 0.81 -0.85 1.84
N 1.37130 -0.66944 0.83099 -1.32 2.84 0.00
H -2.48739 -0.83502 -0.11046 0.00 0.27 -0.02
H -1.10131 -0.35652 1.79260 -0.02 -0.28 -0.14
H -0.04944 -2.26101 -0.00925 0.41 0.18 0.13
H 1.78429 -0.60350 -1.38103 0.28 -1.08 -0.11
H -0.31726 1.02254 -1.56328 0.05 0.35 0.58
H 1.14571 1.99761 -1.02184 -0.10 -0.67 0.18
H 0.59358 1.46505 1.37137 -0.66 0.69 0.56

=====

14
Properties=species:S:1:pos:R:3:forces:R:3 method="wB97M-V/def2-TZVPD" charge=0 smiles="CC1=CNC(=O)C1"
C -1.81567 0.69213 -0.48815 -0.08 0.00 0.02
C -0.52669 0.17600 0.07026 0.20 0.22 0.02
C 0.42589 0.93529 0.61369 -0.18 0.07 -0.14
N 1.64255 0.24118 0.73732 0.15 0.01 -0.12
C 1.59434 -0.92935 -0.02285 0.06 -0.14 0.20
O 2.54483 -1.58173 -0.38486 -0.52 0.20 0.17
C 0.07369 -1.19643 -0.13085 0.05 0.00 -0.08
H -1.88235 0.44311 -1.55565 -0.05 -0.01 0.19
H -1.82668 1.78586 -0.41772 -0.07 -0.20 0.05
H -2.71745 0.30964 0.00155 0.15 -0.06 -0.03
H 0.37464 1.98430 0.87588 0.03 -0.10 -0.02
H 2.50493 0.72582 0.93067 0.05 -0.21 -0.14
H -0.07563 -1.83096 0.75650 -0.26 0.06 -0.08
H -0.31640 -1.75484 -0.98579 0.49 0.14 -0.04

=====

14
Properties=species:S:1:pos:R:3:forces:R:3 method="wB97M-V/def2-TZVPD" charge=0 smiles="C=C=C1[C@H]2CN12.O"
C -1.22985 -1.74540 -1.54301 0.10 0.08 0.07
C -0.46806 -1.09963 -0.70066 0.04 -0.03 0.04
C 0.27832 -0.46361 0.13936 -0.23 -0.17 -0.20
C 1.08766 -0.32852 1.32048 0.07 -0.23 0.28
C 2.07271 0.57687 0.70473 0.31 0.05 0.00
N 0.63808 0.87538 0.53351 -0.20 0.22 -0.19
H -2.29278 -1.88353 -1.35883 0.15 0.03 0.01
H -0.82755 -2.15463 -2.46640 -0.03 0.06 0.12
H 0.83924 -0.48331 2.36264 0.03 0.01 -0.15
H 2.63014 0.24586 -0.16967 -0.08 0.02 0.12
H 2.57346 1.29589 1.34885 -0.06 -0.12 -0.08
O -1.93363 1.97789 -0.31988 -0.01 -0.04 0.17
H -2.33900 1.22400 0.12270 -0.06 0.08 -0.11
H -1.02873 1.96274 0.02618 -0.04 0.04 -0.08

=====

14
Properties=species:S:1:pos:R:3:forces:R:3 method="wB97M-V/def2-TZVPD" charge=0
C 0.83687 -2.31415 -0.07898 0.30 0.08 -0.22
C -0.48046 2.11484 -0.61424 0.21 -0.41 0.11
C 0.13396 -1.04849 0.22985 0.20 0.35 0.05
C -0.25897 1.10800 0.49999 0.05 -0.33 -0.01
N -1.10401 -0.99410 0.68950 -0.32 -0.46 0.05
C -1.44523 0.29563 0.89251 -0.21 0.57 0.08
O 0.75882 0.08451 0.07018 0.01 0.03 -0.12
H 0.17038 1.58248 1.38641 0.00 -0.08 0.02
H 1.06934 -2.82591 0.86061 -0.04 0.08 -0.12
H 1.75947 -2.11017 -0.62998 -0.17 -0.14 0.14
H 0.17430 -2.96447 -0.65532 0.07 0.11 0.11
H -0.88579 1.61698 -1.48874 -0.10 -0.05 -0.14
H -1.18496 2.86457 -0.28162 -0.15 0.12 0.10
H 0.45628 2.59029 -0.88017 0.13 0.11 -0.05

=====

14
Properties=species:S:1:pos:R:3:forces:R:3 method="wB97M-V/def2-TZVPD" charge=0
C 1.39016 -0.10764 1.52767 -1.60 2.76 -2.15
C 1.14898 -1.05194 0.66831 -1.78 -3.89 -0.72
C -0.44560 -0.42809 -2.53698 -1.17 -1.00 -1.45
C 0.65939 1.01488 0.67465 2.93 -3.19 0.01
C 0.37670 -0.16883 -0.23396 0.64 0.55 -1.38
N 0.06939 -0.20018 -1.47396 1.01 -0.28 2.55
O -2.24657 0.10734 0.02032 -2.59 0.38 0.92
H 2.02235 -0.09314 2.29930 1.95 0.24 3.25
H 1.25344 -2.18733 0.81393 0.14 1.88 -0.81
H 0.18353 -0.64477 -3.39823 0.28 0.68 -0.21
H -2.80008 -0.24335 0.82056 1.12 1.36 -2.59
H -0.09689 1.52683 1.08369 -3.35 1.22 1.76
H 1.28917 1.76854 0.32437 1.49 1.00 -1.04
H -2.80397 0.70768 -0.58967 0.95 -1.71 1.86

=====

What are the gap between HOMO and LUMO values for these records? In order: 9.75, 8.94, 9.26, 10.36, 8.14, 7.80 eV.
What are the E_HOMO values for these records? In order: -9.2, -8.3, -8.4, -9.4, -8.0, -7.0 eV.
What are the DFT total energy values for these records? In order: -324.55675, -324.52972, -324.71368, -324.55046, -324.61937, -324.51495 Ha.